--- 1 ---
Molecular formula: C4H6LiO3
Method: DFT, the ωB97M-V functional and the def2-TZVPD basis

Geometry as ORCA input:
```
! wB97M-V def2-TZVPD RIJCOSX def2/J DEFGRID3
* xyz 2 2
C -2.04 -1.19 0.87
C -3.04 0.15 0.93
O -2.39 -0.46 1.98
Li -1.42 0.18 3.83
H -2.68 -2.04 0.64
H -4.06 -0.21 0.74
H -2.70 1.14 0.65
C 1.68 0.74 2.86
O 2.66 1.30 2.69
O 0.61 0.24 2.89
C -0.43 -1.38 0.55
H 0.20 -2.18 0.98
H -0.50 -1.87 -0.44
H -0.02 -0.37 0.42
*
```

Values from the calculation:
<S²> = 0.75
Kohn-Sham gap (alpha / beta) = 12.6 / 7.1 eV
Lowest unoccupied orbital energy (alpha / beta) = -8.11 / -13.60 eV
HOMO energy (alpha / beta) = -20.709 / -20.709 eV

=====

--- 2 ---
Molecular formula: C4H6LiO3
Method: DFT, the ωB97M-V functional and the def2-TZVPD basis

Geometry as ORCA input:
```
! wB97M-V def2-TZVPD RIJCOSX def2/J DEFGRID3
* xyz 2 2
H 1.69 2.42 -0.32
O 0.00 1.02 0.21
C -0.32 -0.33 -0.14
O 0.40 -1.23 0.19
Li 1.38 -2.59 0.32
O -1.41 -0.30 -0.79
C -2.07 -1.56 -1.07
H -1.47 -2.12 -1.79
H -2.19 -2.11 -0.13
H -3.04 -1.28 -1.49
C 1.22 1.36 0.27
C 1.77 2.21 1.25
H 1.19 2.37 2.16
H 2.86 2.15 1.34
*
```

Values from the calculation:
<S²> = 0.75
Kohn-Sham gap (alpha / beta) = 10.8 / 8.7 eV
Lowest unoccupied orbital energy (alpha / beta) = -9.43 / -11.91 eV
HOMO energy (alpha / beta) = -20.203 / -20.632 eV

=====

Result of the stability comparison: 2 is the least stable of them.

=====

--- 1 ---
Molecular formula: C3H8N2OS
Method: DFT, the ωB97M-V functional and the def2-TZVPD basis

Geometry as ORCA input:
```
! wB97M-V def2-TZVPD RIJCOSX def2/J DEFGRID3
* xyz 0 3
C 1.72 -0.98 -0.20
C -2.25 0.47 -1.04
C -0.51 -0.20 0.99
N 1.50 0.66 0.70
N 0.18 0.85 0.55
O 0.68 -1.59 0.23
S -2.14 -0.53 0.50
H 1.58 -0.41 -1.12
H 2.70 -1.34 -0.05
H 1.81 0.36 1.54
H -2.11 1.47 -0.83
H -3.18 0.29 -1.42
H -1.67 0.29 -1.94
H -0.26 -0.73 1.94
H 1.95 1.38 0.14
*
```

Values from the calculation:
<S²> = 2.01
Kohn-Sham gap (alpha / beta) = 5.0 / 6.6 eV
Lowest unoccupied orbital energy (alpha / beta) = 0.72 / -1.92 eV
HOMO energy (alpha / beta) = -4.250 / -8.536 eV

=====

--- 2 ---
Molecular formula: C3H8N2OS
Method: DFT, the ωB97M-V functional and the def2-TZVPD basis

Geometry as ORCA input:
```
! wB97M-V def2-TZVPD RIJCOSX def2/J DEFGRID3
* xyz 0 3
C -0.93 1.37 -0.67
C 0.43 1.13 0.15
C 0.98 -1.50 -0.43
N -1.84 0.38 -0.73
N 0.89 -2.11 0.84
O 1.91 0.42 -1.89
S 1.86 0.02 -0.51
H -1.21 2.31 -0.12
H -0.67 1.69 -1.74
H 1.06 1.94 0.44
H 0.27 0.77 1.14
H 1.04 -2.21 -1.13
H -1.91 0.17 0.25
H 0.53 -1.52 1.57
H 0.29 -2.91 0.77
*
```

Values from the calculation:
<S²> = 2.01
Kohn-Sham gap (alpha / beta) = 7.9 / 8.1 eV
Lowest unoccupied orbital energy (alpha / beta) = 0.59 / -1.08 eV
HOMO energy (alpha / beta) = -7.355 / -9.151 eV

=====

Result of the stability comparison: 1 is the least stable of them.